{
  "formula": "C7H21BCaF3KN4O7",
  "method": "wB97M-V/def2-TZVPD",
  "total_energy_ev": -71470.37008,
  "mol_weight_g_mol": 420.25,
  "elements": ["C", "C", "B", "O", "C", "O", "C", "C", "C", "N", "H", "H", "H", "H", "H", "H", "H", "H", "H", "H", "H", "H", "H", "H", "H", "N", "O", "O", "O", "F", "K", "F", "C", "O", "N", "N", "H", "H", "H", "H", "Ca", "O", "H", "H", "F"],
  "positions_angstrom": [[-0.869103, -1.336678, 2.193100], [0.474675, -1.991114, 2.710126], [1.464824, -2.489029, 1.560209], [2.353621, -3.556401, 1.888009], [1.531394, -1.924945, 0.023615], [2.732860, -2.566240, -0.498771], [1.820187, -0.394968, -0.275329], [0.620255, 0.172105, -1.168951], [0.201730, -1.223861, -1.873965], [0.466987, -2.348504, -0.928575], [-1.420828, -0.981394, 3.098844], [-1.514317, -2.127071, 1.739105], [-0.721154, -0.450599, 1.529004], [0.194203, -2.901571, 3.298765], [0.984458, -1.306803, 3.432092], [2.061343, -4.299460, 1.337203], [3.462152, -2.183736, 0.003205], [2.642557, -0.471375, -1.066015], [2.265811, 0.256286, 0.512540], [0.927556, 0.759999, -2.065701], [-0.115855, 0.630603, -0.460506], [0.659689, -1.286820, -2.877509], [-0.907052, -1.156142, -1.896319], [0.600847, -3.325626, -1.354755], [-0.372688, -2.392770, -0.333792], [-1.587489, 1.217675, 4.576574], [-0.798293, 1.557700, 3.638145], [-2.803417, 1.237682, 4.347186], [-1.139602, 0.875648, 5.653296], [1.442036, -4.083720, -2.553421], [3.836781, 0.488087, -2.405254], [-3.261662, -0.752821, 5.183273], [1.072480, 3.272158, -5.186207], [1.893169, 2.671149, -4.495892], [-0.246132, 2.947027, -5.203029], [1.419633, 4.310428, -5.987759], [-0.931010, 3.424220, -5.758194], [-0.538791, 2.183788, -4.622021], [2.386867, 4.578026, -5.999708], [0.768957, 4.815434, -6.558940], [0.392016, 2.100552, 1.721097], [-5.773916, 1.852225, 3.296243], [-4.886449, 1.829596, 3.684706], [-5.736177, 2.557145, 2.639338], [-5.053154, 1.814114, 5.504937]],
  "forces_ev_per_angstrom": [[0.20, -0.43, 1.32], [-0.29, 0.15, -0.74], [-0.05, -0.93, 1.89], [-1.96, 1.46, -0.53], [2.96, -0.15, -0.62], [-0.37, 0.34, -0.33], [0.19, 0.26, -2.34], [1.19, -2.66, 0.44], [-1.83, 1.78, 0.62], [-1.01, 1.43, 1.76], [0.15, -0.19, -0.88], [0.39, 0.77, -0.04], [-0.16, -0.67, 0.15], [0.34, 0.75, -0.31], [-0.29, -0.41, -0.43], [0.87, -0.18, -0.25], [0.07, -0.44, 0.23], [-1.47, -0.61, 2.02], [-0.75, -0.55, -0.11], [-0.30, 0.46, 1.28], [0.03, -0.27, -1.35], [-0.22, -0.69, 0.80], [0.69, -0.31, -0.91], [1.61, -0.52, -1.88], [0.08, -0.10, -0.32], [-1.22, -0.95, 2.67], [1.63, 0.94, -2.48], [0.26, -0.12, -0.47], [0.32, 0.37, -0.78], [-1.00, 0.77, 1.06], [0.54, 0.66, -1.06], [0.21, 0.14, -0.41], [-0.14, 0.11, -0.12], [0.14, -0.26, 0.23], [-0.03, -0.22, 0.18], [0.30, 0.04, 0.02], [0.02, 0.02, 0.00], [-0.06, 0.03, -0.04], [-0.04, 0.02, -0.02], [-0.03, -0.02, 0.02], [-0.98, 0.13, 1.83], [-0.08, 0.13, -1.30], [-0.32, -0.18, 0.72], [-0.10, 0.01, 0.08], [0.52, 0.11, 0.39]],
  "nbo_charge": [-0.619, -0.825, 1.042, -0.895, 0.061, -0.679, -0.455, -0.447, -0.228, -0.555, 0.294, 0.210, 0.133, 0.272, 0.272, 0.512, 0.460, 0.144, 0.223, 0.228, 0.199, 0.253, 0.232, 0.532, 0.422, 0.713, -0.814, -0.235, -0.367, -0.888, 0.941, -0.470, 0.785, -0.733, -0.830, -0.830, 0.400, 0.405, 0.411, 0.398, 0.794, -0.904, 0.510, 0.434, -0.505]
}

{
  "formula": "C5H2ClN",
  "method": "wB97M-V/def2-TZVPD",
  "de_lowest_kcal_mol": 68.9,
  "smiles": "C#C/C(C#N)=C/Cl",
  "mol_weight_g_mol": 111.53,
  "elements": ["C", "C", "C", "C", "C", "H", "H", "N", "Cl"],
  "positions_angstrom": [[0.744450, -0.736390, 0.053558], [-0.542690, -0.070539, 0.380001], [-1.725551, -0.812611, 0.197144], [-2.854551, -1.323322, -0.259439], [-0.632171, 1.435531, 0.136093], [0.642813, -1.966955, 0.110671], [-3.539095, -2.260380, -0.424653], [-0.992818, 2.585849, -0.168807], [2.347593, -0.284095, -0.091089]],
  "forces_ev_per_angstrom": [[-4.98, -2.71, 2.10], [5.25, 1.14, -2.77], [-7.46, -3.26, -2.90], [5.86, 0.27, 2.79], [-2.92, 5.55, -1.49], [0.17, 3.46, -0.36], [1.39, 2.68, 0.37], [2.84, -7.97, 2.25], [-0.16, 0.84, 0.01]],
  "nbo_charge": [-0.138, -0.250, -0.045, -0.187, 0.253, 0.237, 0.277, -0.280, 0.133]
}

{
  "formula": "C3H9Cl2NP",
  "method": "wB97M-V/def2-TZVPD",
  "de_lowest_kcal_mol": 25.8,
  "smiles": "C[N+](C)=P(C)(Cl)Cl",
  "mol_weight_g_mol": 160.99,
  "charge": 1,
  "elements": ["C", "C", "C", "N", "P", "Cl", "Cl", "H", "H", "H", "H", "H", "H", "H", "H", "H"],
  "positions_angstrom": [[-1.377452, -1.471944, -0.035299], [-0.613045, 0.412195, -1.382007], [2.028194, 0.798993, 0.456829], [-0.292179, -0.541557, -0.297414], [0.501900, 0.188635, 0.962021], [-0.826851, 1.982979, 1.906303], [0.748805, -1.046333, 2.405719], [-2.033349, -1.512945, -1.000192], [-0.971440, -2.550982, 0.134174], [-1.994803, -1.199822, 0.738514], [0.124743, 1.167834, -1.551744], [-0.943857, -0.038832, -2.357107], [-1.408699, 1.026856, -1.071096], [2.506461, 0.898491, 1.502950], [2.004051, 1.762150, -0.176116], [2.547522, 0.124282, -0.235535]],
  "forces_ev_per_angstrom": [[0.38, -3.35, -3.34], [-0.35, -0.15, -1.06], [1.66, 2.23, 0.04], [0.62, 1.19, 0.67], [-3.49, 1.38, -0.81], [2.05, -2.61, -1.41], [-0.09, -0.56, 0.62], [1.23, -0.02, 1.82], [-0.66, 1.98, -0.23], [-1.43, 0.76, 1.96], [1.14, -0.08, -0.26], [0.80, -0.10, 1.16], [-1.56, 0.56, 0.53], [0.04, 0.31, -1.96], [-0.22, -1.09, 1.61], [-0.11, -0.46, 0.68]],
  "nbo_charge": [-0.435, -0.440, -1.100, -0.736, 1.694, -0.271, -0.064, 0.246, 0.240, 0.218, 0.221, 0.257, 0.218, 0.308, 0.327, 0.318]
}